Record 1
# C6H14F3N2

2 unconnected molecules or ions with the total composition C6H14F3N2 (ωB97M-V/def2-TZVPD, the Open Molecules 2025 dataset).

```
25
Properties=species:S:1:pos:R:3:mulliken_charge:R:1
C 0.90 -2.09 -1.29 -0.9456
C -1.42 1.07 0.70 -0.4956
C -1.55 -0.37 1.27 -0.8187
C -0.06 1.69 0.93 -0.8663
C -0.87 -1.46 0.29 -0.8733
C 2.05 1.81 -0.11 0.1824
N 1.11 1.08 0.31 0.1513
N 0.50 -1.39 -0.10 0.1773
F 1.99 3.07 0.12 -0.1732
F -0.25 0.88 -2.33 -0.3430
F 1.18 -1.81 1.03 -0.2311
H 0.68 -3.12 -1.37 0.3359
H 0.48 -1.49 -2.09 0.2804
H 1.92 -2.02 -1.22 0.4049
H -2.07 1.86 1.12 0.3392
H -1.70 0.89 -0.37 0.2074
H -0.98 -0.31 2.22 0.3543
H -2.50 -0.83 1.41 0.3995
H -0.10 1.52 2.00 0.3290
H -0.03 2.77 0.83 0.5358
H -1.52 -1.45 -0.60 0.4221
H -1.12 -2.41 0.67 0.4922
H 3.05 1.49 -0.34 0.3688
H -0.59 0.66 -3.09 0.3484
H 0.90 -0.03 0.01 0.4179
```

Results
HOMO	-0.53107	hartree
ΔE to the lowest compared entry with this formula, charge and spin	0.000	eV
gap between HOMO and LUMO	10.899	eV
total charge	+1

=====

Record 2
# C6H14FNOS

2 unconnected molecules or ions with the total composition C6H14FNOS (ωB97M-V/def2-TZVPD, the Open Molecules 2025 dataset).

```
24
Properties=species:S:1:pos:R:3:mulliken_charge:R:1
C 3.12 0.42 0.20 -0.9467
N 2.07 -0.40 -0.38 -0.0916
C 2.28 -1.79 -0.04 -0.9696
C 0.75 0.05 0.01 -0.1862
C 0.32 1.30 -0.74 -0.2634
F -0.97 1.62 -0.36 -0.2854
H 3.01 1.47 -0.11 0.2589
H 3.12 0.39 1.31 0.3572
H 4.10 0.08 -0.15 0.3417
H 3.27 -2.11 -0.38 0.3479
H 2.22 -1.98 1.05 0.3347
H 1.53 -2.42 -0.53 0.2924
H 0.67 0.23 1.10 0.2609
H 0.03 -0.74 -0.23 0.1423
H 0.34 1.11 -1.82 0.2901
H 0.96 2.16 -0.52 0.2684
C -4.30 0.77 0.40 -0.8153
S -3.92 -0.85 -0.31 -0.0191
C -2.16 -0.87 -0.09 0.2546
O -1.47 -1.79 -0.42 -0.5843
H -3.81 1.58 -0.15 0.2818
H -5.38 0.90 0.32 0.3147
H -4.03 0.82 1.46 0.3060
H -1.77 0.05 0.40 0.1099
```

Results
SMILES	CN(C)CCF.CSC=O
HOMO	-0.31940	hartree
gap between HOMO and LUMO	9.486	eV
total charge	0

=====

Record 3
# C6H14IN2O2

3 unconnected molecules or ions with the total composition C6H14IN2O2 (ωB97M-V/def2-TZVPD, the Open Molecules 2025 dataset).

```
25
Properties=species:S:1:pos:R:3:mulliken_charge:R:1
I -1.17 1.47 1.52 -0.8117
C -3.35 -3.71 -0.76 -1.0858
C -2.52 -2.76 0.09 0.6448
O -2.05 -3.15 1.14 -0.6392
N -2.20 -1.58 -0.49 0.0106
C -2.74 -0.98 -1.69 -0.8016
H -2.95 -3.92 -1.75 0.2626
H -4.31 -3.20 -0.94 0.3007
H -3.75 -4.55 -0.20 0.3291
H -1.64 -0.95 0.08 0.0778
H -3.83 -1.00 -1.60 0.2716
H -2.49 -1.50 -2.61 0.2337
H -2.40 0.06 -1.69 0.3012
C 2.14 2.37 -0.97 -0.9735
C 3.20 2.30 0.12 0.6612
O 4.37 2.59 -0.10 -0.6809
N 2.78 1.91 1.35 -0.0405
C 3.67 1.91 2.50 -0.8978
H 1.35 3.09 -0.81 0.2893
H 1.76 1.35 -1.05 0.2684
H 2.62 2.58 -1.93 0.2905
H 1.78 1.82 1.47 0.1015
H 3.10 2.33 3.33 0.3392
H 4.52 2.59 2.41 0.2924
H 4.12 0.93 2.61 0.2561
```

Results
HOMO	-0.15545	hartree
ΔE to the lowest compared entry with this formula, charge and spin	0.746	eV
gap between HOMO and LUMO	7.396	eV
total charge	-1

=====

Record 4
# C6H14MgNdO4

A molecular structure, C6H14MgNdO4 (ωB97M-V/def2-TZVPD, the Open Molecules 2025 dataset).

```
26
Properties=species:S:1:pos:R:3:mulliken_charge:R:1
O 3.92 0.50 2.97 -0.5411
Nd 5.42 -0.59 4.44 1.9028
C 3.65 1.70 2.45 -0.0968
H 2.66 2.14 2.60 0.4034
H 2.17 1.21 0.10 0.3386
H 4.46 2.42 2.32 0.3428
O 1.52 0.58 -0.49 -0.4231
C 1.78 -0.76 -0.11 -0.0142
C 0.67 -1.68 -0.56 -0.6206
O -0.55 -0.96 -0.37 -0.5486
C -1.75 -1.56 -0.85 -0.5151
C -2.83 -0.52 -0.68 -0.3635
O -2.34 0.72 -1.21 -0.2196
C -3.35 1.73 -1.36 -0.6739
Mg -0.36 0.97 -0.97 1.1829
H 1.98 -0.70 1.05 0.2850
H 2.73 -1.10 -0.55 0.3338
H 0.66 -2.61 0.02 0.3428
H 0.77 -1.95 -1.62 0.3833
H -1.99 -2.46 -0.26 0.3422
H -1.63 -1.84 -1.90 0.3794
H -3.08 -0.37 0.38 0.3956
H -3.73 -0.82 -1.23 0.4224
H -2.85 2.65 -1.66 0.3125
H -4.06 1.41 -2.13 0.2983
H -3.86 1.88 -0.40 0.3505
```

Results
2S+1	5
HOMO (spin up / spin down)	-0.80972 / -0.82823	hartree
gap between HOMO and LUMO (spin up / spin down)	6.930 / 7.485	eV
total charge	+4

=====

Record 5
# C6H14N2

2 unconnected molecules or ions with the total composition C6H14N2 (ωB97M-V/def2-TZVPD, the Open Molecules 2025 dataset).

```
22
Properties=species:S:1:pos:R:3:mulliken_charge:R:1
H 3.75 -1.20 -0.23 0.2128
N 3.09 -1.97 -0.38 -0.7862
C 1.89 -1.63 -0.12 0.0591
C 1.38 -0.33 0.23 -1.1568
C 0.05 -0.06 0.63 1.9389
C -0.17 1.24 1.37 -1.6351
C -0.89 -1.14 1.11 -1.5120
H 1.15 -2.42 -0.27 0.2521
H 2.14 0.41 0.49 0.2423
H 0.54 2.00 1.06 0.3749
H -1.18 1.62 1.19 0.3453
H -0.07 1.08 2.44 0.4050
H -0.74 -2.08 0.58 0.3546
H -0.72 -1.34 2.17 0.3541
H -1.92 -0.82 0.98 0.3545
C -1.57 1.41 -1.63 -0.9288
N -0.68 0.31 -1.30 -0.4760
H -1.16 2.34 -1.24 0.3336
H -2.55 1.25 -1.17 0.3051
H -1.72 1.53 -2.71 0.3146
H -1.01 -0.56 -1.71 0.2558
H 0.39 0.38 -1.50 0.3922
```

Results
SMILES	[H]/N=C\C=C(C)C.CN
HOMO	-0.27030	hartree
ΔE to the lowest compared entry with this formula, charge and spin	2.642	eV
gap between HOMO and LUMO	8.027	eV
total charge	0

=====

Record 6
# C6H14N2

A molecular structure, C6H14N2 (ωB97M-V/def2-TZVPD, the Open Molecules 2025 dataset).

```
22
Properties=species:S:1:pos:R:3:mulliken_charge:R:1
C -1.45 -0.04 1.39 -1.0592
C -0.23 -1.93 -0.68 -1.5392
N -0.06 0.24 1.01 -0.2701
C 0.71 -1.13 0.20 1.0096
N 1.54 -1.81 0.93 -0.9346
H 0.51 0.36 1.84 0.4387
H 2.11 -1.22 1.52 0.1851
H -1.52 -0.98 1.94 0.3780
H -2.07 -0.11 0.49 0.3289
H -1.83 0.76 2.02 0.3438
H -0.83 -2.61 -0.07 0.3380
H -0.89 -1.28 -1.26 0.3502
H 0.36 -2.53 -1.37 0.3803
C -0.53 1.97 -0.96 -1.3913
C 0.59 1.27 -0.23 0.5054
C 1.36 0.26 -0.94 -1.0418
H 1.17 1.96 0.39 0.3006
H -1.21 2.48 -0.27 0.3477
H -1.11 1.27 -1.57 0.2902
H -0.10 2.71 -1.63 0.4000
H 1.05 0.04 -1.95 0.3478
H 2.44 0.31 -0.81 0.2920
```

Results
HOMO	-0.25638	hartree
ΔE to the lowest compared entry with this formula, charge and spin	3.685	eV
gap between HOMO and LUMO	7.724	eV
total charge	0

=====

Record 7
# C6H14N2

3 unconnected molecules or ions with the total composition C6H14N2 (ωB97M-V/def2-TZVPD, the Open Molecules 2025 dataset).

```
22
Properties=species:S:1:pos:R:3:mulliken_charge:R:1
C 2.12 0.13 0.75 -1.2488
C -0.93 -1.72 -0.55 -1.8399
C 1.24 -0.44 -0.17 0.3215
N 1.45 -0.39 -1.51 -0.2962
C -0.08 -0.83 0.35 0.4579
H 2.29 0.03 -1.87 0.2132
H 0.70 -0.54 -2.16 0.1919
H 0.04 -1.33 1.32 0.2865
H 3.05 0.56 0.38 0.3832
H 2.24 -0.38 1.69 0.3290
H 1.14 1.08 1.33 -0.1983
H -1.85 -1.99 -0.03 0.4773
H -1.22 -1.22 -1.48 0.3546
H -0.40 -2.63 -0.82 0.3929
C -1.06 1.52 -0.39 -1.3334
C -0.93 0.51 0.75 0.7104
N -1.94 0.21 1.52 -0.7879
H -2.71 0.87 1.40 0.2397
H 0.17 1.21 1.51 0.2998
H -1.60 2.40 -0.03 0.4549
H -1.63 1.10 -1.22 0.2612
H -0.09 1.85 -0.77 0.3304
```

Results
HOMO	-0.26348	hartree
ΔE to the lowest compared entry with this formula, charge and spin	3.960	eV
gap between HOMO and LUMO	7.967	eV
total charge	0

=====

Record 8
# C6H14N2

A single C6H14N2 molecule (ωB97M-V/def2-TZVPD, the Open Molecules 2025 dataset).

```
22
Properties=species:S:1:pos:R:3:mulliken_charge:R:1
N -1.13 -3.16 0.58 -0.5995
C -0.79 -2.18 -0.52 -0.2800
C 0.07 -1.13 0.12 -0.7536
N 0.21 0.18 -0.52 -0.0257
C 1.51 0.81 -0.23 -0.6229
C 1.22 2.06 0.58 -0.6166
C -0.14 2.47 0.00 -0.5695
C -0.90 1.18 -0.30 -0.6945
H -1.02 -4.13 0.31 0.2083
H -2.10 -3.13 0.85 0.1987
H -0.22 -2.82 -1.20 0.2644
H -1.70 -1.95 -1.06 0.3511
H -0.04 -1.05 1.23 0.3201
H 1.09 -1.52 0.20 0.3116
H 2.22 0.15 0.29 0.3297
H 2.09 1.05 -1.12 0.2675
H 1.17 1.95 1.67 0.3191
H 1.89 2.91 0.38 0.3190
H 0.05 2.90 -1.00 0.2249
H -0.53 3.30 0.58 0.4038
H -1.64 0.95 0.48 0.2702
H -1.32 1.15 -1.30 0.3740
```

Results
SMILES	NCCN1CCCC1
HOMO	-0.29796	hartree
ΔE to the lowest compared entry with this formula, charge and spin	1.695	eV
gap between HOMO and LUMO	9.224	eV
total charge	0

=====

Record 9
# C6H14N2

A single C6H14N2 molecule (ωB97M-V/def2-TZVPD, the Open Molecules 2025 dataset).

```
22
Properties=species:S:1:pos:R:3:mulliken_charge:R:1
C -1.08 -0.12 -0.68 0.2628
C 0.73 -1.89 -0.50 -1.2604
C 1.54 0.28 -0.21 -0.9629
C -1.59 1.20 -0.10 -1.4354
C 1.67 1.42 0.79 -1.1243
C 0.16 -0.66 0.06 1.3512
N -2.08 -1.19 -0.63 -0.6889
N -0.03 -0.91 1.40 -0.8421
H -0.81 0.02 -1.73 0.3497
H -2.27 -1.41 0.34 0.2801
H -2.95 -0.89 -1.06 0.2730
H 0.83 -1.21 1.86 0.3364
H 0.67 -2.85 -0.01 0.2924
H 1.39 -1.85 -1.35 0.3621
H 1.41 0.62 -1.24 0.3882
H 2.45 -0.31 -0.18 0.4608
H -0.93 2.04 -0.33 0.2601
H -2.57 1.44 -0.53 0.4260
H -1.70 1.12 0.99 0.3264
H 1.88 1.04 1.79 0.3135
H 2.51 2.05 0.48 0.3652
H 0.78 2.04 0.84 0.2659
```

Results
HOMO (spin up / spin down)	-0.29253 / -0.33609	hartree
ΔE to the lowest compared entry with this formula, charge and spin	4.193	eV
gap between HOMO and LUMO (spin up / spin down)	7.655 / 9.656	eV
total charge	0

=====

Record 10
# C6H14N2

2 unconnected molecules or ions with the total composition C6H14N2 (ωB97M-V/def2-TZVPD, the Open Molecules 2025 dataset).

```
22
Properties=species:S:1:pos:R:3:mulliken_charge:R:1
C 0.54 2.58 0.16 -0.9318
C 1.22 2.24 -1.15 -0.1903
C 0.83 1.25 -1.93 -0.0712
N 1.41 0.84 -3.15 -0.5421
H -0.39 2.02 0.23 0.1422
H 1.19 2.31 0.99 0.2502
H 0.23 3.63 0.20 0.3606
H 2.15 2.77 -1.34 0.2398
H -0.10 0.72 -1.71 0.2569
H 1.46 -0.15 -3.22 0.2363
H 2.35 1.21 -3.22 0.2454
C -2.75 -1.06 1.93 -0.2231
N -1.88 -1.96 1.77 -0.4927
C -0.79 -1.65 0.84 0.1376
C 0.40 -2.55 1.17 -1.2217
H -2.72 -0.10 1.40 0.1966
H -3.56 -1.25 2.62 0.2615
H -1.11 -1.84 -0.19 0.2766
H -0.45 -0.61 0.89 0.1048
H 1.23 -2.33 0.50 0.3380
H 0.66 -2.50 2.22 0.3297
H 0.10 -3.59 1.00 0.2969
```

Results
SMILES	C/C=C/N.C=NCC
HOMO	-0.30678	hartree
ΔE to the lowest compared entry with this formula, charge and spin	1.740	eV
gap between HOMO and LUMO	9.317	eV
total charge	0

=====

Record 11
# C6H14N2O

3 unconnected molecules or ions with the total composition C6H14N2O (ωB97M-V/def2-TZVPD, the Open Molecules 2025 dataset).

```
23
Properties=species:S:1:pos:R:3:mulliken_charge:R:1
C -0.32 0.01 -0.82 0.6878
C 0.02 1.48 1.29 -0.5034
C 1.54 -0.76 0.50 -0.9845
C -1.33 -1.03 -0.39 -1.5535
C -0.65 0.81 2.45 -0.7306
N 0.81 0.28 -0.17 -0.2675
C 0.75 -0.78 -2.46 -0.0433
O -0.90 1.11 -1.43 -0.4755
N 1.30 0.01 -3.24 -0.6531
H -1.70 0.85 -1.89 0.3318
H 1.27 0.98 -2.92 0.2882
H 0.77 -1.86 -2.67 0.3442
H 1.00 1.90 1.51 0.3073
H -0.59 2.21 0.77 0.3361
H 2.55 -0.81 0.09 0.3387
H 1.69 -0.62 1.57 0.3112
H 1.12 -1.77 0.42 0.3049
H -1.82 -1.44 -1.28 0.4905
H -2.12 -0.58 0.22 0.4036
H -0.88 -1.86 0.14 0.2907
H -1.65 0.45 2.19 0.2030
H -0.76 1.49 3.31 0.3448
H -0.08 -0.05 2.82 0.2282
```

Results
HOMO	-0.25491	hartree
ΔE to the lowest compared entry with this formula, charge and spin	5.820	eV
gap between HOMO and LUMO	7.710	eV
total charge	0